1.
# H16O8Tl

A structure of composition H16O8Tl at a distorted geometry (ωB97M-V/def2-TZVPD, OMol25).

Summary:
⟨S²⟩: 0.760
lowest unoccupied orbital energy (spin up / spin down): -22.15 / -22.12 eV
electronic energy: -781.84960 a.u.
molecular weight: 348.5 g mol⁻¹

The geometry in ORCA input format:
```
! RIJCOSX wB97M-V def2-TZVPD def2/J DEFGRID3
* xyz 4 2
Tl 0.048 -0.347 -0.142
O 2.838 -1.255 0.200
H 3.292 -1.184 1.040
H 3.535 -1.208 -0.454
O -1.235 -2.009 -2.282
H -1.540 -2.808 -1.851
H -1.410 -2.156 -3.212
O -2.869 -0.085 -0.647
H -3.602 0.444 -0.333
H -3.090 -0.285 -1.556
O 0.716 -3.265 -0.062
H 0.251 -4.089 -0.205
H 1.566 -3.527 0.291
O -1.251 2.317 -0.084
H -0.950 3.176 0.213
H -2.122 2.481 -0.446
O -1.692 0.730 2.051
H -1.353 1.533 2.447
H -2.549 0.605 2.458
O 1.994 1.672 -1.059
H 2.254 1.842 -1.965
H 2.307 2.435 -0.573
O 1.452 1.347 1.896
H 1.023 2.116 2.271
H 2.388 1.519 2.002
*
```

2.
# C46H46Br2HgN3O

A structure of composition C46H46Br2HgN3O (ωB97M-V/def2-TZVPD, OMol25).

Summary:
ΔE to the lowest compared entry with this formula, charge and spin: 0.0 kcal/mol
⟨S²⟩: 0.771
lowest unoccupied orbital energy (spin up / spin down): 4.09 / 4.09 eV
electronic energy: -7321.55350 a.u.
molecular weight: 1017.3 g mol⁻¹

The geometry in ORCA input format:
```
! RIJCOSX wB97M-V def2-TZVPD def2/J DEFGRID3
* xyz -2 2
Hg -0.722 0.463 -0.456
C -2.511 -1.254 -4.354
C -3.231 -0.063 -3.779
C -4.632 -0.074 -3.634
C -5.256 1.015 -3.092
C -4.498 2.133 -2.681
C -5.031 3.281 -2.067
Br -6.935 3.481 -1.842
C -4.221 4.297 -1.613
C -2.855 4.222 -1.804
Br -1.767 5.637 -1.127
C -2.181 3.168 -2.497
O -0.969 3.170 -2.757
C -3.087 2.059 -2.879
N -2.507 0.968 -3.413
H -2.709 -1.343 -5.426
H -2.841 -2.178 -3.872
H -1.440 -1.141 -4.200
H -5.200 -0.950 -3.927
H -6.330 1.027 -2.956
H -4.653 5.156 -1.119
C 1.578 -2.647 -2.739
C 1.848 -3.710 -1.667
C 2.724 -4.828 -2.238
C 0.527 -4.199 -1.108
C -0.138 -5.281 -1.666
C -1.380 -5.685 -1.194
C -1.955 -5.000 -0.136
C -1.316 -3.922 0.463
C -1.926 -3.238 1.669
C -3.147 -2.401 1.283
C -2.283 -4.257 2.760
C -0.064 -3.499 -0.030
N 0.526 -2.354 0.455
C 1.500 -2.329 1.330
C 2.168 -1.116 1.778
N 1.929 0.070 1.301
C 2.551 1.221 1.737
C 3.780 1.630 1.181
C 4.367 2.809 1.619
C 3.765 3.596 2.589
C 2.530 3.218 3.096
C 1.904 2.055 2.675
C 0.539 1.667 3.205
C 0.638 1.136 4.638
C -0.462 2.820 3.098
C 4.420 0.813 0.075
C 4.343 1.582 -1.249
C 5.868 0.434 0.397
C 3.125 -1.509 2.836
C 4.008 -0.832 3.648
C 4.770 -1.570 4.582
C 4.673 -2.935 4.722
C 3.772 -3.661 3.900
C 3.533 -5.060 3.902
C 2.611 -5.595 3.032
C 1.868 -4.814 2.118
C 2.077 -3.449 2.092
C 3.035 -2.911 2.987
H 2.515 -2.283 -3.169
H 1.034 -1.801 -2.315
H 0.972 -3.079 -3.541
H 2.400 -3.232 -0.857
H 2.305 -5.217 -3.169
H 2.826 -5.652 -1.529
H 3.719 -4.438 -2.464
H 0.317 -5.824 -2.487
H -1.891 -6.528 -1.646
H -2.925 -5.318 0.234
H -1.175 -2.561 2.078
H -3.880 -3.005 0.741
H -2.848 -1.571 0.641
H -3.628 -1.992 2.176
H -3.182 -4.821 2.501
H -2.469 -3.753 3.712
H -1.464 -4.966 2.907
H 5.315 3.124 1.195
H 4.240 4.511 2.924
H 2.046 3.853 3.831
H 0.169 0.856 2.575
H 1.052 1.895 5.308
H 1.286 0.257 4.673
H -0.350 0.848 5.010
H -0.229 3.628 3.798
H -1.471 2.462 3.314
H -0.457 3.231 2.087
H 3.841 -0.104 -0.034
H 4.900 2.520 -1.177
H 3.306 1.821 -1.491
H 4.765 0.990 -2.066
H 6.498 1.325 0.460
H 6.275 -0.213 -0.385
H 5.926 -0.097 1.350
H 4.119 0.243 3.584
H 5.463 -1.031 5.220
H 5.278 -3.454 5.457
H 4.070 -5.702 4.592
H 2.443 -6.666 3.046
H 1.153 -5.287 1.459
*
```

3.
# C25H34N4O4S

The molecule C25H34N4O4S at a distorted geometry (ωB97M-V/def2-TZVPD, OMol25).

Summary:
ΔE to the lowest compared entry with this formula, charge and spin: 61.9 kcal/mol
lowest unoccupied orbital energy: 0.66 eV
electronic energy: -1891.22693 a.u.
molecular weight: 486.6 g mol⁻¹

The geometry in ORCA input format:
```
! RIJCOSX wB97M-V def2-TZVPD def2/J DEFGRID3
* xyz 0 1
C 1.733 3.754 4.461
C 0.848 2.555 4.609
C 0.865 1.771 5.750
C 0.031 0.671 5.877
C -0.836 0.347 4.852
C -0.869 1.114 3.698
C -0.031 2.211 3.573
O 0.025 3.007 2.452
C -1.079 2.990 1.579
C -1.147 1.795 0.618
O -2.203 1.428 0.153
N 0.065 1.251 0.357
C 0.374 0.270 -0.592
C -0.462 0.009 -1.667
C -0.075 -0.904 -2.628
C 1.141 -1.549 -2.554
C 1.977 -1.301 -1.478
C 1.606 -0.410 -0.473
N 2.423 -0.114 0.629
C 1.957 -0.603 1.919
C 2.698 0.135 3.028
N 4.124 -0.095 2.902
C 4.859 0.506 3.992
H 4.506 0.084 4.932
H 5.917 0.273 3.880
H 4.741 1.600 4.033
C 4.575 0.386 1.611
C 3.846 -0.364 0.499
H 4.182 0.001 -0.473
H 4.085 -1.434 0.591
H 5.649 0.205 1.526
H 4.394 1.471 1.496
H 2.361 -0.234 3.999
H 2.461 1.211 2.968
H 0.883 -0.446 2.019
H 2.161 -1.681 2.014
H 2.920 -1.819 -1.412
H 1.411 -2.248 -3.329
S -1.160 -1.173 -4.025
O -1.217 0.027 -4.808
O -0.740 -2.380 -4.691
N -2.622 -1.336 -3.235
C -2.792 -2.612 -2.576
C -3.291 -3.696 -3.531
C -4.566 -3.228 -4.228
C -4.299 -1.907 -4.946
C -3.794 -0.869 -3.945
H -3.502 0.052 -4.450
H -4.565 -0.644 -3.201
H -3.532 -2.054 -5.709
H -5.206 -1.541 -5.431
H -4.902 -3.983 -4.941
H -5.358 -3.085 -3.487
H -2.514 -3.880 -4.275
H -3.471 -4.619 -2.976
H -1.822 -2.884 -2.154
H -3.504 -2.468 -1.754
H -1.408 0.513 -1.767
H 0.863 1.610 0.872
H -2.027 3.052 2.125
H -0.977 3.891 0.963
H -1.550 0.847 2.903
H -1.492 -0.505 4.940
H 0.057 0.075 6.776
H 1.538 2.030 6.554
H 2.389 3.642 3.598
H 1.130 4.645 4.292
H 2.340 3.898 5.350
*
```

> What is the formula in the third record?

C25H34N4O4S